Computed, not measured: 2 unconnected molecules or ions with the total composition C3H5N3, with ωB97M-V with the def2-TZVPD basis set.

Structure (XYZ):
```
11
Properties=species:S:1:pos:R:3:lowdin_charge:R:1
H -0.5111 -1.7367 0.7454 0.076
C -1.0731 1.3964 0.1282 -0.250
N -1.3306 1.2988 1.2551 0.190
C 0.4484 -1.2002 0.7980 -0.179
C -1.0007 1.7571 -1.2094 -0.218
H 0.3941 -0.6028 1.7246 0.060
H 1.2331 -1.9533 0.9320 0.063
N -1.0206 2.1339 -2.3066 0.180
H 0.6339 -0.8632 -1.2778 0.080
N 0.6608 -0.3503 -0.3965 -0.082
H 1.5658 0.1202 -0.3931 0.081
```

As for the HOMO energy: -9.941 eV. For the HOMO-LUMO gap, the calculation gives 10.3 eV. Its total energy is -7660.56313 eV.